(1)
{"formula": "C2H7O3Rh", "method": "ωB97M-V/def2-TZVPD", "symbols": ["O", "C", "C", "O", "H", "H", "H", "H", "H", "H", "Rh", "O", "H"], "xyz": [[0.043, -0.700, 0.286], [1.153, -0.498, -0.577], [1.077, 0.829, -1.312], [2.281, 0.973, -2.029], [-0.986, -0.990, -0.120], [1.168, -1.334, -1.291], [2.058, -0.526, 0.045], [0.953, 1.646, -0.580], [0.200, 0.830, -1.980], [2.329, 1.854, -2.406], [-0.396, 0.027, 1.959], [-2.156, -0.315, 1.602], [-2.857, 0.337, 1.575]], "atomic_forces_ev_per_a": [[-2.5356, -2.6195, -5.4191], [-0.0082, -1.1075, -0.6928], [1.2995, -1.3453, 0.7193], [-1.4751, -0.8055, 0.9510], [4.0281, 0.9555, 1.0748], [0.3074, 0.1965, 0.1160], [-0.2140, -0.1231, -0.1388], [-0.0433, 0.7246, -0.4493], [-0.1429, 0.5954, -0.6040], [0.3661, 1.4026, -0.8611], [0.7244, 2.4869, 5.8831], [-1.7347, -0.6877, -0.8990], [-0.5717, 0.3270, 0.3199]], "spin_multiplicity": 5, "gap_ha": [0.3313, 0.1437], "energy_ha": -415.6812, "charge": 2}

***

(2)
{"formula": "C2H7OPS", "method": "ωB97M-V/def2-TZVPD", "symbols": ["C", "C", "O", "P", "S", "H", "H", "H", "H", "H", "H", "H"], "xyz": [[-1.965, 0.526, 0.232], [-1.402, -0.479, -0.734], [2.161, 0.919, -0.863], [2.332, -0.025, 0.243], [-1.011, -1.988, -0.403], [-2.011, 1.417, -0.352], [-2.865, 0.214, 0.614], [-1.071, 0.852, 0.821], [-1.281, -0.059, -1.704], [1.216, -0.190, 1.001], [2.458, -1.352, -0.080], [3.440, 0.165, 1.225]], "atomic_forces_ev_per_a": [[3.9421, 0.8917, -1.8368], [-0.4328, 0.1361, 0.7307], [0.2235, 0.7305, -0.5928], [1.1356, -0.0637, 0.8773], [0.1283, -0.5580, 0.0394], [-1.0898, 0.8442, -0.4447], [-1.7389, -0.4638, 1.6870], [-1.1086, -0.7974, 0.8114], [0.3691, -0.0226, -1.0069], [-0.8088, 0.1619, 1.0932], [0.5197, -0.7871, -0.3524], [-1.1395, -0.0717, -1.0054]], "spin_multiplicity": 1, "gap_ha": 0.3162, "energy_ha": -895.1100, "charge": 0}

***

(3)
{"formula": "C2H7OPS2", "method": "ωB97M-V/def2-TZVPD", "symbols": ["C", "C", "O", "P", "S", "S", "H", "H", "H", "H", "H", "H", "H"], "xyz": [[1.289, 0.844, -2.770], [0.197, 0.435, -2.135], [-1.507, -2.040, 1.886], [-0.505, -0.979, 1.205], [0.703, -0.317, 3.014], [-1.682, 0.740, 1.060], [2.364, 0.810, -2.407], [1.997, -0.598, 2.820], [1.351, 1.238, -3.769], [-0.873, 0.708, -2.413], [0.253, -0.271, -1.193], [-2.266, -1.762, 2.454], [-1.320, 1.193, 2.247]], "atomic_forces_ev_per_a": [[1.7009, -0.0978, 0.2127], [-0.9553, -1.0998, 1.6484], [-0.9994, -0.2954, 0.6080], [1.3493, -0.2612, 0.9065], [-0.9795, 0.1257, -0.2751], [-0.3139, 0.2987, -0.3334], [-1.5773, -0.7605, 0.1174], [-0.1208, -0.2984, -0.6013], [-0.8615, 0.6923, -0.1919], [1.6549, -0.6269, -0.1563], [0.1050, 1.9433, -1.8170], [1.0097, 0.0049, -0.6096], [-0.0121, 0.3752, 0.4915]], "spin_multiplicity": 1, "gap_ha": 0.3566, "energy_ha": -1293.3396, "charge": 0}

***

(4)
{"formula": "C2H7OS2", "method": "ωB97M-V/def2-TZVPD", "symbols": ["S", "S", "H", "H", "C", "O", "C", "H", "H", "H", "H", "H"], "xyz": [[-1.434, -0.574, 1.908], [-1.625, 0.974, 3.291], [-0.769, 0.776, 0.285], [-0.532, 0.803, 4.059], [-0.166, -0.091, -1.335], [-0.516, 1.073, -0.624], [1.288, -0.474, -1.107], [-0.377, 0.104, -2.391], [-0.803, -0.929, -1.034], [1.568, -1.381, -1.638], [1.417, -0.630, -0.038], [1.947, 0.351, -1.377]], "atomic_forces_ev_per_a": [[0.0383, -0.0196, 0.1027], [-0.0524, 0.0434, 0.0376], [-0.0505, -0.1036, -0.0956], [0.0179, -0.0428, -0.0457], [-0.1319, 0.0593, 0.0170], [0.0745, 0.0689, -0.0424], [-0.1407, 0.2930, 0.2789], [0.1306, -0.0118, -0.0745], [-0.0686, -0.0266, 0.0534], [0.0688, -0.1025, -0.1366], [0.0444, -0.1682, 0.1170], [0.0695, 0.0104, -0.2118]], "spin_multiplicity": 1, "gap_ha": 0.2351, "energy_ha": -952.0608, "charge": -1}

***

(5)
{"formula": "C2H7OS2", "method": "ωB97M-V/def2-TZVPD", "symbols": ["C", "O", "H", "H", "H", "C", "S", "S", "H", "H", "H", "H"], "xyz": [[0.536, -0.248, 2.318], [1.635, -0.019, 2.783], [-0.229, -0.455, 3.082], [5.481, -4.344, 0.692], [0.370, -0.169, 1.240], [-2.604, 1.989, -1.683], [-1.585, 0.786, -0.772], [-0.563, -0.307, -2.124], [-3.477, 1.618, -2.252], [-1.987, 2.455, -2.452], [-3.064, 2.644, -0.940], [5.486, -3.949, 0.105]], "atomic_forces_ev_per_a": [[1.3316, 0.6487, 1.0055], [-0.1622, -0.1587, -0.4074], [-0.6853, -0.2316, -0.6411], [-0.0032, -0.7800, 1.1575], [-0.4959, -0.2347, -0.0847], [-0.4744, -0.4576, -0.5318], [-0.7691, 0.4384, 0.6283], [0.3016, -0.3307, -0.5774], [0.3574, -0.6376, 0.2737], [0.1168, 0.5195, 0.3649], [0.4805, 0.4439, -0.0304], [0.0021, 0.7803, -1.1572]], "spin_multiplicity": 1, "gap_ha": 0.2137, "energy_ha": -951.9878, "charge": -1}

***

(6)
{"formula": "C2H7OS2", "method": "ωB97M-V/def2-TZVPD", "symbols": ["C", "O", "H", "H", "H", "C", "S", "S", "H", "H", "H", "H"], "xyz": [[-2.726, 0.206, 0.061], [-3.907, 0.573, -0.050], [-2.274, -0.727, 0.519], [0.159, -1.119, -3.142], [-1.896, 0.936, -0.349], [1.063, -1.323, 1.513], [1.736, -0.666, -0.114], [0.905, 1.232, -0.394], [0.668, -0.542, 2.063], [1.906, -1.645, 2.188], [0.358, -2.157, 1.384], [0.066, -1.686, -3.589]], "atomic_forces_ev_per_a": [[-0.1847, 2.8302, -1.2749], [2.4255, -1.8342, 0.7410], [-1.0970, 0.4492, -0.2040], [0.1038, 0.4897, 0.4371], [-1.0693, -1.4393, 0.7205], [1.9603, -1.3952, -0.7067], [-0.3800, -0.1796, 0.7278], [0.0000, -0.4157, 0.1881], [-1.3007, 1.7357, 0.7117], [-0.5023, -0.1229, -0.9205], [0.1420, 0.3520, -0.0135], [-0.0979, -0.4699, -0.4065]], "spin_multiplicity": 1, "gap_ha": 0.2254, "energy_ha": -951.9840, "charge": -1}

***

(7)
{"formula": "C2H7S", "method": "ωB97M-V/def2-TZVPD", "symbols": ["C", "H", "H", "H", "H", "C", "S", "H", "H", "H"], "xyz": [[-6.376, 2.007, 6.245], [-5.541, 1.361, 5.984], [-6.695, 2.398, 5.282], [-5.997, 2.798, 6.885], [-7.203, 1.482, 6.707], [2.446, 0.006, -3.256], [2.624, -1.311, -2.001], [1.367, 0.211, -3.391], [2.825, 1.029, -3.155], [2.806, -0.413, -4.198]], "atomic_forces_ev_per_a": [[0.3747, 0.0436, -0.5717], [-0.0743, -0.3366, 0.3580], [-0.2323, 0.3443, 0.0799], [-0.1449, 0.1249, 0.0193], [0.0771, -0.1763, 0.1143], [-1.2293, -0.2248, -0.5415], [0.2940, 0.3915, 0.3306], [0.1741, -0.2429, -0.1566], [0.7105, -0.2544, 0.5601], [0.0505, 0.3308, -0.1923]], "spin_multiplicity": 1, "gap_ha": 0.1600, "energy_ha": -478.5844, "charge": -1}

***

(8)
{"formula": "C2H7S2", "method": "ωB97M-V/def2-TZVPD", "symbols": ["S", "H", "C", "C", "S", "H", "H", "H", "H", "H", "H"], "xyz": [[1.091, -1.205, 2.875], [0.820, -2.499, 2.839], [-0.081, 0.653, -1.677], [-0.284, 0.759, -0.099], [-1.354, -0.780, 0.333], [0.877, 0.358, -2.062], [-0.407, 1.617, -2.194], [-0.539, -0.303, -2.017], [0.702, 0.637, 0.397], [-0.689, 1.712, 0.233], [-0.134, -0.949, 1.372]], "atomic_forces_ev_per_a": [[-0.0735, 0.6923, -0.5017], [-0.1273, -0.5042, -0.0445], [-1.0229, 0.4709, 0.1657], [0.5230, -1.7794, -1.5722], [2.2733, 1.5368, 1.2592], [1.3988, 0.7413, 0.5201], [0.1768, -1.5347, 0.3211], [-0.9300, 1.2212, 0.0404], [-0.6939, -0.0443, -0.1025], [-0.3568, -0.1194, -0.1893], [-1.1676, -0.6804, 0.1038]], "spin_multiplicity": 1, "gap_ha": 0.2617, "energy_ha": -876.7697, "charge": -1}

***

(9)
{"formula": "C2H7S2", "method": "ωB97M-V/def2-TZVPD", "symbols": ["S", "H", "C", "S", "C", "H", "H", "H", "H", "H", "H"], "xyz": [[-1.961, -3.072, -0.734], [-2.013, -2.211, -1.763], [0.496, -0.769, -0.058], [1.561, 0.726, -0.061], [0.384, 1.945, 0.609], [-0.012, -0.962, 0.882], [-0.262, -0.699, -0.803], [1.231, -1.532, -0.201], [0.977, 2.632, 1.199], [-0.386, 1.419, 1.160], [-0.013, 2.521, -0.230]], "atomic_forces_ev_per_a": [[-0.0639, -0.0600, 0.0461], [-0.0119, 0.0089, -0.0418], [0.6233, 0.9518, 0.5938], [-0.4783, -0.2154, 0.4782], [0.7095, 0.0881, -0.9701], [0.1748, 0.2154, 0.2221], [-0.2586, -0.3078, -0.7142], [-0.0567, -0.8363, -0.4789], [-0.1895, 0.0818, 0.4719], [-0.0689, 0.2036, 0.1792], [-0.3799, -0.1300, 0.2138]], "spin_multiplicity": 1, "gap_ha": 0.2097, "energy_ha": -876.7904, "charge": -1}

***

(10)
{"formula": "C2H8", "method": "ωB97M-V/def2-TZVPD", "symbols": ["C", "H", "H", "H", "H", "C", "H", "H", "H", "H"], "xyz": [[-0.424, -0.919, 1.287], [0.133, -0.182, 1.813], [-1.306, -0.721, 0.689], [-0.579, -1.825, 1.908], [0.285, -1.213, 0.481], [0.423, 0.943, -1.247], [1.118, 1.585, -0.773], [0.353, -0.113, -0.955], [0.573, 0.967, -2.350], [-0.570, 1.360, -1.056]], "atomic_forces_ev_per_a": [[0.9050, -2.5421, -1.3201], [-0.4115, 1.0794, 0.5184], [-0.3326, 0.8036, 0.6589], [-0.0074, 0.6671, -0.2323], [-0.2383, -0.2958, 0.7584], [-1.5962, -0.6222, -1.7551], [0.9744, 0.0810, 0.6671], [0.6514, 0.7089, 0.0456], [0.0067, 0.0990, 0.7417], [0.0483, 0.0210, -0.0826]], "spin_multiplicity": 1, "gap_ha": 0.4935, "energy_ha": -80.9666, "charge": 0}